The following is a DFT calculation (ωB97M-V with the def2-TZVPD basis set) of a 4-piece molecular cluster, C23H48FN2O3S overall at a distorted geometry.

Each line ends with the Löwdin charge.
Cartesian coordinates (Å):
C1 3.745 -4.063 1.556  -0.091
C2 4.847 -2.968 1.435  -0.228
C3 4.413 -1.579 1.952  -0.205
C4 4.581 -0.408 0.950  -0.187
C5 4.087 -0.640 -0.486  -0.189
C6 2.598 -0.353 -0.731  -0.180
C7 1.643 -1.395 -0.113  -0.112
C8 0.202 -0.869 0.166  -0.159
C9 -0.771 -1.717 -0.582  0.070
N1 -1.853 -1.842 0.073  0.144
C10 -1.837 -1.160 1.368  -0.040
C11 -0.364 -0.806 1.640  -0.291
N2 0.353 -1.694 2.592  0.131
C12 0.138 -2.887 2.474  -0.787
S1 -0.281 -4.370 2.683  0.838
C13 -0.167 0.590 2.307  -0.284
C14 1.127 1.266 1.902  0.007
F1 -1.222 1.465 2.053  -0.016
H1 3.738 -4.678 0.655  0.071
H2 2.764 -3.647 1.784  0.019
H3 3.996 -4.735 2.378  0.071
H4 5.666 -3.316 2.065  0.099
H5 5.237 -2.955 0.419  0.091
H6 5.055 -1.344 2.804  0.107
H7 3.395 -1.591 2.354  0.080
H8 4.022 0.440 1.360  0.095
H9 5.628 -0.102 0.955  0.111
H10 4.636 0.062 -1.121  0.115
H11 4.313 -1.633 -0.882  0.105
H12 2.358 0.675 -0.463  0.102
H13 2.443 -0.423 -1.817  0.095
H14 1.546 -2.176 -0.874  0.117
H15 2.066 -1.889 0.757  0.073
H16 0.099 0.134 -0.283  0.141
H17 -0.585 -2.173 -1.546  0.161
H18 -2.670 -2.355 -0.243  0.192
H19 -2.585 -0.364 1.341  0.129
H20 -2.294 -1.863 2.075  0.139
H21 -0.140 0.424 3.385  0.152
H22 0.991 1.671 0.898  0.074
H23 1.891 0.493 1.808  0.070
H24 1.435 2.025 2.613  0.103
C15 -0.737 -0.880 -4.750  -0.060
C16 0.536 -0.069 -4.946  -0.490
C17 0.958 -0.046 -6.405  -0.053
O1 1.588 -0.612 -4.142  -0.065
H25 -0.582 -1.919 -5.055  0.085
H26 -1.027 -0.888 -3.696  0.051
H27 -1.563 -0.470 -5.332  0.086
H28 0.376 0.951 -4.594  0.133
H29 1.167 -1.059 -6.762  0.086
H30 1.872 0.534 -6.528  0.085
H31 0.182 0.389 -7.035  0.085
H32 1.752 -1.514 -4.439  0.090
C18 -1.206 4.435 -1.249  -0.047
C19 -1.295 3.011 -1.771  -0.475
C20 -2.720 2.648 -2.158  -0.050
O2 -0.817 2.099 -0.772  -0.084
H33 -1.823 4.556 -0.355  0.087
H34 -0.180 4.678 -0.970  0.083
H35 -1.540 5.151 -2.000  0.087
H36 -0.639 2.895 -2.634  0.134
H37 -3.384 2.714 -1.291  0.082
H38 -2.767 1.620 -2.526  0.069
H39 -3.099 3.312 -2.935  0.087
H40 -1.385 2.187 0.004  0.066
C21 -4.756 2.504 4.331  -0.053
C22 -5.169 1.837 3.029  -0.487
C23 -5.045 0.328 3.111  -0.067
O3 -4.360 2.309 1.947  -0.063
H41 -3.712 2.277 4.565  0.080
H42 -4.840 3.587 4.249  0.084
H43 -5.378 2.169 5.162  0.085
H44 -6.196 2.113 2.789  0.142
H45 -4.001 0.052 3.303  0.065
H46 -5.334 -0.119 2.157  0.078
H47 -5.668 -0.100 3.896  0.086
H48 -3.448 2.066 2.141  0.046

Values from the calculation:
E_tot: -1738.169718 Eh
LUMO: -0.142 Ha
Net charge: +1
HOMO-LUMO gap: 8.75 eV